# 1
46
Properties=species:S:1:pos:R:3 method="wB97M-V/def2-TZVPD" e_above_lowest_ev=1.206 charge=0 e_tot_ha=-961.821231 e_homo_ev=-9.3 smiles="C=C(C)/C(C)=C/C.O.O.O.O.O.O.O.O.O" orbital_gap_ev=9.31
C 0.666 0.966 0.744
C 1.972 0.475 0.161
C 2.992 1.321 0.024
C 0.935 -1.728 -0.228
C 2.034 -0.964 -0.190
C 3.375 -1.578 -0.548
C 0.823 -3.145 -0.739
H 0.525 0.624 1.769
H 0.633 2.056 0.682
H -0.238 0.652 0.232
H 3.987 0.996 -0.251
H 2.890 2.374 0.225
H -0.043 -1.269 -0.283
H 3.405 -2.603 -0.180
H 3.431 -1.654 -1.633
H 4.212 -1.027 -0.138
H 1.688 -3.676 -1.144
H 0.413 -3.868 -0.025
H 0.118 -3.043 -1.572
H -1.082 -0.299 -4.187
H -1.380 1.250 -4.086
O -1.762 0.392 -4.203
H -3.077 2.033 -2.152
H -2.876 0.522 -2.698
O -3.370 1.122 -2.113
H 1.448 3.424 -0.576
H 0.292 4.397 -0.450
O 0.997 4.131 -1.054
H 0.361 -0.615 3.401
H -0.165 -0.294 4.806
O 0.374 0.058 4.095
H -2.652 1.518 0.971
H -2.922 0.043 1.203
O -2.193 0.693 1.183
H -0.879 1.511 3.686
H -2.050 1.731 2.759
O -1.709 2.016 3.621
H 0.742 -0.886 -2.742
H 0.754 -2.260 -3.488
O 0.477 -1.350 -3.546
H -3.497 -1.267 -0.342
H -4.009 0.115 -0.804
O -4.137 -0.611 -0.160
H 1.472 -2.390 2.056
H 1.894 -2.574 3.500
O 1.121 -2.391 2.954


# 2
80
Properties=species:S:1:pos:R:3 method="wB97M-V/def2-TZVPD" e_above_lowest_ev=2.846 s_squared=6.0154 charge=-1 e_tot_ha=-4199.171864 e_homo_ev="-4.2 / -4.4" multiplicity=5 orbital_gap_ev="6.27 / 5.96"
Co -0.063 -1.027 -0.329
O 4.336 -3.668 0.823
C 3.468 -4.688 0.727
C 3.915 -5.976 1.017
C 3.061 -7.058 0.906
C 1.741 -6.872 0.507
C 1.289 -5.593 0.235
C 2.133 -4.489 0.339
C 1.612 -3.143 0.042
O 0.344 -2.976 -0.180
N 2.454 -2.137 0.015
N 1.770 -0.943 -0.143
C 2.439 0.063 -0.865
C 2.332 1.422 -0.200
C 3.447 2.170 0.137
C 3.320 3.496 0.529
C 2.068 4.086 0.576
C 0.939 3.345 0.262
C 1.070 2.021 -0.132
O -0.046 1.275 -0.493
H 3.846 -2.847 0.533
H 4.947 -6.104 1.321
H 3.431 -8.054 1.120
H 1.077 -7.723 0.414
H 0.266 -5.418 -0.071
H 3.473 -0.206 -1.082
H 4.428 1.720 0.057
H 4.205 4.074 0.762
H 1.966 5.130 0.843
H -0.048 3.793 0.302
O 3.413 1.369 -3.115
C 2.227 1.289 -2.910
O 1.723 0.265 -2.171
C 1.267 2.290 -3.424
C 1.774 3.029 -4.507
C 1.055 4.022 -5.131
C -0.220 4.327 -4.674
C -0.718 3.633 -3.587
C -0.026 2.606 -2.948
P -1.200 2.029 -1.454
C -2.076 0.748 -2.397
C -1.375 -0.036 -3.318
C -2.047 -0.898 -4.169
C -3.430 -0.967 -4.143
C -4.133 -0.198 -3.231
C -3.466 0.647 -2.363
C -2.406 2.290 -0.003
C -2.158 1.861 1.297
C -3.001 2.248 2.329
C -4.081 3.084 2.086
C -4.320 3.537 0.795
C -3.475 3.157 -0.234
H 2.771 2.781 -4.847
H 1.484 4.567 -5.962
H -0.808 5.100 -5.151
H -1.706 3.887 -3.208
H -0.300 0.017 -3.373
H -1.481 -1.509 -4.860
H -3.962 -1.625 -4.818
H -5.212 -0.269 -3.178
H -4.042 1.199 -1.637
H -1.328 1.194 1.493
H -2.823 1.888 3.335
H -4.723 3.394 2.901
H -5.160 4.192 0.595
H -3.642 3.527 -1.241
I -2.201 -4.736 6.141
C -2.304 -3.876 4.217
C -2.456 -4.698 3.114
C -2.564 -4.119 1.859
C -2.494 -2.741 1.708
C -2.311 -1.937 2.826
C -2.227 -2.500 4.091
C -2.650 -2.122 0.335
O -3.504 -2.557 -0.421
O -1.849 -1.137 0.098
H -2.497 -5.773 3.229
H -2.695 -4.735 0.979
H -2.238 -0.864 2.701
H -2.104 -1.873 4.964


# 3
13
Properties=species:S:1:pos:R:3 method="wB97M-V/def2-TZVPD" e_above_lowest_ev=5.782 charge=+1 e_tot_ha=-265.695980 e_homo_ev=-15.7 smiles="CC/C=[N+]1C=N/1" orbital_gap_ev=10.29
C 1.570 -2.116 -1.349
C 0.062 -0.562 0.118
C -1.451 1.339 0.856
C -0.067 0.927 0.209
N 1.803 -0.881 -1.672
N 0.754 -1.186 -0.769
H 1.867 -3.208 -1.308
H -0.456 -1.155 0.778
H -1.411 0.702 1.686
H -1.334 2.377 1.035
H -2.183 1.107 0.116
H 0.217 1.379 -0.656
H 0.629 1.277 0.957


# 4
74
Properties=species:S:1:pos:R:3 method="wB97M-V/def2-TZVPD" e_above_lowest_ev=3.119 charge=-1 e_tot_ha=-5846.462619 e_homo_ev=-3.9 orbital_gap_ev=5.93
Sn 0.014 0.116 -0.431
N -5.169 4.672 -5.740
C -4.557 3.610 -5.062
C -5.328 2.648 -4.410
C -4.715 1.630 -3.699
C -3.333 1.561 -3.648
C -2.554 2.513 -4.285
C -3.165 3.536 -4.987
S -2.520 0.251 -2.771
O -3.529 -0.647 -2.272
O -1.524 -0.277 -3.662
N -1.704 1.025 -1.606
C -2.347 1.981 -0.835
N -1.515 2.883 -0.292
C -2.063 3.778 0.510
C -3.433 3.840 0.741
C -4.201 2.916 0.059
N -3.676 1.981 -0.722
H -6.099 4.470 -6.072
H -4.600 5.084 -6.462
H -6.409 2.714 -4.449
H -5.294 0.892 -3.161
H -1.474 2.449 -4.224
H -2.564 4.291 -5.482
H -1.375 4.481 0.972
H -3.874 4.575 1.398
H -5.283 2.915 0.144
N -1.838 -0.524 3.253
C -2.669 -1.438 2.498
C -2.445 -1.231 1.194
N -1.453 -0.263 1.018
C -0.786 -0.186 2.305
C 0.354 -1.227 2.286
N 1.247 -1.290 1.319
C 2.012 -2.406 1.558
C 1.579 -3.022 2.690
N 0.523 -2.259 3.138
H -1.496 -0.872 4.139
H -3.463 -1.990 2.971
H -2.991 -1.647 0.361
H 2.822 -2.680 0.905
H 1.914 -3.903 3.208
H -0.074 -2.460 3.920
Te 1.413 1.624 -2.272
Te 3.665 0.193 -2.768
Te 2.490 -1.805 -4.181
Te 1.746 -3.295 -2.064
C -3.409 -4.129 -2.814
N -2.731 -4.736 -1.680
C -1.534 -5.417 -1.773
C -1.178 -5.736 -0.513
N -2.173 -5.223 0.301
C -2.118 -5.247 1.743
C -3.154 -4.589 -0.398
Se -0.423 -2.296 -1.354
H -4.376 -4.605 -2.976
H -2.791 -4.248 -3.702
H -3.549 -3.064 -2.636
H -1.026 -5.581 -2.707
H -0.308 -6.244 -0.134
H -3.070 -4.878 2.115
H -1.325 -4.589 2.104
H -1.949 -6.263 2.105
C 1.828 1.871 3.719
C 0.560 1.444 3.701
C -0.189 1.221 2.416
N 0.621 1.420 1.202
C 1.900 1.827 1.320
C 2.541 2.108 2.484
H 2.330 2.034 4.667
H 0.008 1.259 4.618
H -1.078 1.873 2.382
H 2.431 1.932 0.378
H 3.563 2.454 2.475


# 5
56
Properties=species:S:1:pos:R:3 method="wB97M-V/def2-TZVPD" charge=+1 e_tot_ha=-2399.754979 e_homo_ev=-9.7 orbital_gap_ev=6.74
C 2.125 -5.104 -1.186
C 0.589 -5.094 -1.221
S -0.163 -3.595 -0.492
C -0.761 -2.832 -2.027
P -1.804 -1.319 -1.889
F -1.101 -0.844 -3.419
C -3.410 -1.391 -2.810
C -3.293 -2.304 -4.005
O -3.808 -3.395 -4.022
C -1.062 0.247 -1.248
C 0.440 0.128 -0.912
C 1.202 1.408 -1.291
Cl 0.635 -0.185 0.861
P -2.622 -1.816 0.133
C -3.873 -0.495 0.470
C -3.678 -3.307 -0.106
H 2.505 -4.288 -0.565
H 2.549 -4.978 -2.185
H 2.501 -6.035 -0.758
H 0.177 -5.924 -0.645
H 0.220 -5.188 -2.244
H 0.108 -2.523 -2.609
H -1.329 -3.565 -2.606
H -4.210 -1.779 -2.182
H -3.631 -0.387 -3.190
H -2.703 -1.948 -4.859
H -1.160 0.990 -2.043
H -1.588 0.618 -0.367
H 0.891 -0.722 -1.422
H 1.979 1.615 -0.552
H 1.699 1.272 -2.254
H 0.529 2.265 -1.360
H -4.391 -0.089 -0.405
H -4.611 -0.935 1.148
H -3.381 0.311 1.021
H -3.384 -3.899 -0.976
H -4.731 -3.030 -0.224
H -3.587 -3.925 0.790
C 3.114 5.024 1.653
C 2.294 3.758 1.825
C 1.433 3.712 3.088
O 2.256 3.505 4.216
C 2.513 4.645 5.044
N 3.234 2.585 1.965
H 3.870 5.125 2.433
H 3.621 5.038 0.687
H 2.461 5.893 1.696
H 1.687 3.574 0.940
H 0.745 2.863 3.026
H 0.838 4.622 3.172
H 1.651 5.313 5.058
H 3.395 5.192 4.708
H 2.689 4.274 6.050
H 4.012 2.617 1.309
H 2.736 1.693 1.848
H 3.586 2.607 2.933


# 6
91
Properties=species:S:1:pos:R:3 method="wB97M-V/def2-TZVPD" s_squared=0.7574 charge=0 e_tot_ha=-4589.945887 e_homo_ev="-9.6 / -9.3" multiplicity=2 orbital_gap_ev="8.79 / 6.28"
Ag 2.735 1.153 0.898
O 2.128 -0.911 0.280
C 0.827 -0.902 -0.022
C 0.088 0.473 -0.187
O 0.462 1.560 0.511
H 0.201 -1.374 0.781
H 0.598 -1.538 -0.901
H -1.014 0.403 -0.179
H 0.355 0.788 -1.228
C -1.751 2.348 -2.802
N -2.089 3.799 -2.714
O -3.090 4.182 -3.273
O -1.331 4.490 -2.051
H -0.670 2.276 -2.819
H -2.175 1.936 -3.713
H -2.215 1.895 -1.930
C -2.677 1.679 2.272
N -3.842 2.449 2.760
O -4.867 2.375 2.113
O -3.694 3.092 3.776
H -1.781 2.289 2.351
H -2.800 1.422 1.226
H -2.570 0.769 2.858
O -2.621 -2.528 1.724
C -3.038 -2.170 0.661
O -3.802 -1.060 0.538
C -4.079 -0.755 -0.829
C -3.535 -1.904 -1.678
C -2.642 -2.679 -0.702
H -3.610 0.202 -1.074
H -5.143 -0.573 -0.970
H -2.998 -1.512 -2.536
H -4.315 -2.566 -2.052
H -1.585 -2.440 -0.846
H -2.741 -3.754 -0.828
O 3.496 1.851 -1.210
C 3.551 1.467 -2.353
O 4.642 1.687 -3.103
C 4.426 1.270 -4.455
C 2.940 0.995 -4.564
C 2.568 0.616 -3.120
H 5.017 0.375 -4.661
H 4.765 2.026 -5.162
H 2.701 0.228 -5.299
H 2.329 1.854 -4.845
H 2.815 -0.417 -2.864
H 1.528 0.848 -2.937
C 0.700 4.744 1.956
C -0.313 5.623 1.220
O -0.370 6.824 1.991
S 1.076 7.148 2.583
O 0.909 7.644 3.886
O 1.841 7.856 1.631
O 1.600 5.647 2.624
H 1.290 4.086 1.330
H 0.141 4.222 2.733
H -1.300 5.158 1.236
H -0.131 5.832 0.164
C -0.204 -3.336 -3.755
C -0.300 -3.565 -5.247
O -0.169 -2.244 -5.804
S -0.834 -1.156 -4.864
O -2.147 -0.830 -5.253
O 0.103 -0.104 -4.726
O -0.882 -2.079 -3.571
H 0.821 -3.210 -3.407
H -0.731 -4.092 -3.181
H -1.282 -3.953 -5.522
H 0.487 -4.167 -5.688
C -0.803 -2.485 4.279
C -0.245 -1.235 3.631
O -0.344 -0.215 4.603
S -0.066 -0.864 6.052
O -0.956 -0.329 7.003
O 1.326 -0.807 6.278
O -0.565 -2.320 5.687
H -0.368 -3.409 3.910
H -1.887 -2.556 4.173
H -0.743 -0.989 2.695
H 0.791 -1.429 3.313
C 2.286 -4.018 2.029
C 3.675 -3.561 2.441
O 3.627 -3.444 3.857
S 2.735 -4.628 4.440
O 2.045 -4.168 5.572
O 3.514 -5.810 4.506
O 1.772 -4.708 3.176
H 2.332 -4.754 1.228
H 1.645 -3.186 1.741
H 3.950 -2.589 2.038
H 4.471 -4.259 2.167


# 7
14
Properties=species:S:1:pos:R:3 method="wB97M-V/def2-TZVPD" e_above_lowest_ev=3.912 charge=0 e_tot_ha=-324.580716 e_homo_ev=-8.6 smiles="C/C=C1/NC=CO1" orbital_gap_ev=9.44
C 0.066 0.997 2.003
C -0.265 1.091 0.542
C 0.922 -1.321 -0.833
C 0.292 -0.966 -1.958
N -0.671 -0.027 -1.619
C -0.568 0.000 -0.159
O -0.363 -1.248 0.282
H 0.799 1.744 2.330
H 0.449 0.000 2.240
H -0.843 1.144 2.596
H -0.334 2.056 0.056
H 1.735 -1.931 -0.492
H 0.366 -1.413 -2.949
H -1.585 -0.126 -2.039


# 8
8
Properties=species:S:1:pos:R:3 method="wB97M-V/def2-TZVPD" e_above_lowest_ev=0.000 s_squared=2.0191 charge=0 e_tot_ha=-714.223506 e_homo_ev="-10.9 / -11.6" multiplicity=3 orbital_gap_ev="10.82 / 6.74"
C -1.312 1.759 1.192
C 0.528 -0.025 -1.592
N -1.907 2.709 1.350
N 0.730 0.085 -2.706
N -0.456 -1.473 0.312
O 1.894 -0.445 0.668
S 0.501 -0.273 0.160
H 0.022 -2.338 0.616


# 9
10
Properties=species:S:1:pos:R:3 method="wB97M-V/def2-TZVPD" e_above_lowest_ev=2.118 charge=0 e_tot_ha=-898.834724 e_homo_ev=-9.4 smiles=CO[PH]#[PH]F orbital_gap_ev=8.48
C -0.622 -0.836 1.585
O 0.177 -0.457 0.487
F 1.401 1.832 -2.797
P -0.639 0.735 -1.059
P 1.484 0.571 -1.738
H -0.558 -0.186 2.424
H -0.169 -1.750 2.023
H -1.698 -0.744 1.270
H -1.350 -0.447 -1.641
H 1.975 1.282 -0.552


# 10
82
Properties=species:S:1:pos:R:3 method="wB97M-V/def2-TZVPD" e_above_lowest_ev=0.695 charge=-1 e_tot_ha=-1962.243511 e_homo_ev=-4.3 orbital_gap_ev=6.50
Rb -0.714 -1.264 -0.345
O -1.705 0.098 -1.988
C -2.119 1.354 -1.782
C -2.769 1.566 -0.322
C -1.790 1.718 0.799
C -1.280 2.982 1.109
C -0.373 3.111 2.141
C 0.009 1.983 2.846
C -0.553 0.755 2.506
C -0.186 -0.473 3.300
C 1.051 -1.254 2.741
O 0.810 -1.736 1.460
C 2.215 -0.255 2.642
C 2.372 0.491 1.479
C 3.359 1.460 1.381
C 4.209 1.702 2.450
C 4.064 0.961 3.613
C 3.078 -0.012 3.707
C 1.505 -2.378 3.693
C 2.466 -3.264 3.208
C 3.033 -4.220 4.030
C 2.653 -4.312 5.364
C 1.697 -3.438 5.854
C 1.131 -2.475 5.026
N -1.439 0.641 1.513
C -3.184 1.685 -2.857
C -2.749 1.708 -4.185
C -3.632 1.873 -5.236
C -4.995 2.008 -4.988
C -5.445 1.968 -3.680
C -4.549 1.808 -2.627
C -0.964 2.380 -1.884
C 0.314 1.952 -1.541
C 1.407 2.795 -1.658
C 1.236 4.098 -2.104
C -0.039 4.548 -2.418
C -1.129 3.695 -2.310
H -3.388 0.683 -0.158
H -3.388 2.466 -0.360
H -1.600 3.845 0.539
H 0.035 4.083 2.395
H 0.728 2.053 3.653
H -1.020 -1.177 3.324
H 0.055 -0.151 4.314
H 1.697 0.311 0.653
H 3.451 2.040 0.472
H 4.979 2.460 2.375
H 4.729 1.134 4.450
H 2.989 -0.586 4.621
H 2.744 -3.195 2.165
H 3.770 -4.907 3.629
H 3.092 -5.062 6.010
H 1.384 -3.501 6.890
H 0.374 -1.818 5.431
H -1.691 1.579 -4.381
H -3.262 1.888 -6.255
H -5.692 2.141 -5.806
H -6.505 2.059 -3.471
H -4.940 1.771 -1.617
H 0.427 0.930 -1.191
H 2.397 2.437 -1.399
H 2.088 4.761 -2.203
H -0.175 5.566 -2.766
H -2.118 4.051 -2.574
C 1.537 -0.631 -3.369
O 1.503 -1.653 -2.391
C 0.956 -2.867 -2.862
C -0.559 -2.854 -3.110
O -1.352 -3.184 -1.992
C -1.243 -4.519 -1.549
H 1.967 -1.010 -4.307
H 2.175 0.160 -2.980
H 0.543 -0.216 -3.561
H 1.198 -3.609 -2.098
H 1.462 -3.151 -3.796
H -0.784 -3.543 -3.937
H -0.876 -1.846 -3.388
H -1.313 -5.221 -2.391
H -2.072 -4.688 -0.865
H -0.316 -4.707 -0.999
O -0.544 -2.832 1.510
O -0.435 -3.748 2.404


What did the sixth record say?
91
Properties=species:S:1:pos:R:3 method="wB97M-V/def2-TZVPD" s_squared=0.7574 charge=0 e_tot_ha=-4589.945887 e_homo_ev="-9.6 / -9.3" multiplicity=2 orbital_gap_ev="8.79 / 6.28"
Ag 2.735 1.153 0.898
O 2.128 -0.911 0.280
C 0.827 -0.902 -0.022
C 0.088 0.473 -0.187
O 0.462 1.560 0.511
H 0.201 -1.374 0.781
H 0.598 -1.538 -0.901
H -1.014 0.403 -0.179
H 0.355 0.788 -1.228
C -1.751 2.348 -2.802
N -2.089 3.799 -2.714
O -3.090 4.182 -3.273
O -1.331 4.490 -2.051
H -0.670 2.276 -2.819
H -2.175 1.936 -3.713
H -2.215 1.895 -1.930
C -2.677 1.679 2.272
N -3.842 2.449 2.760
O -4.867 2.375 2.113
O -3.694 3.092 3.776
H -1.781 2.289 2.351
H -2.800 1.422 1.226
H -2.570 0.769 2.858
O -2.621 -2.528 1.724
C -3.038 -2.170 0.661
O -3.802 -1.060 0.538
C -4.079 -0.755 -0.829
C -3.535 -1.904 -1.678
C -2.642 -2.679 -0.702
H -3.610 0.202 -1.074
H -5.143 -0.573 -0.970
H -2.998 -1.512 -2.536
H -4.315 -2.566 -2.052
H -1.585 -2.440 -0.846
H -2.741 -3.754 -0.828
O 3.496 1.851 -1.210
C 3.551 1.467 -2.353
O 4.642 1.687 -3.103
C 4.426 1.270 -4.455
C 2.940 0.995 -4.564
C 2.568 0.616 -3.120
H 5.017 0.375 -4.661
H 4.765 2.026 -5.162
H 2.701 0.228 -5.299
H 2.329 1.854 -4.845
H 2.815 -0.417 -2.864
H 1.528 0.848 -2.937
C 0.700 4.744 1.956
C -0.313 5.623 1.220
O -0.370 6.824 1.991
S 1.076 7.148 2.583
O 0.909 7.644 3.886
O 1.841 7.856 1.631
O 1.600 5.647 2.624
H 1.290 4.086 1.330
H 0.141 4.222 2.733
H -1.300 5.158 1.236
H -0.131 5.832 0.164
C -0.204 -3.336 -3.755
C -0.300 -3.565 -5.247
O -0.169 -2.244 -5.804
S -0.834 -1.156 -4.864
O -2.147 -0.830 -5.253
O 0.103 -0.104 -4.726
O -0.882 -2.079 -3.571
H 0.821 -3.210 -3.407
H -0.731 -4.092 -3.181
H -1.282 -3.953 -5.522
H 0.487 -4.167 -5.688
C -0.803 -2.485 4.279
C -0.245 -1.235 3.631
O -0.344 -0.215 4.603
S -0.066 -0.864 6.052
O -0.956 -0.329 7.003
O 1.326 -0.807 6.278
O -0.565 -2.320 5.687
H -0.368 -3.409 3.910
H -1.887 -2.556 4.173
H -0.743 -0.989 2.695
H 0.791 -1.429 3.313
C 2.286 -4.018 2.029
C 3.675 -3.561 2.441
O 3.627 -3.444 3.857
S 2.735 -4.628 4.440
O 2.045 -4.168 5.572
O 3.514 -5.810 4.506
O 1.772 -4.708 3.176
H 2.332 -4.754 1.228
H 1.645 -3.186 1.741
H 3.950 -2.589 2.038
H 4.471 -4.259 2.167